# 1
DFT (wB97M-V/def2-TZVPD) results for a molecular structure, C17H44BeF3NO15S4 at a distorted geometry.

Results
ΔE to the lowest compared entry with this formula, charge and spin, kJ/mol: 0.0

```
! wB97M-V def2-TZVPD RIJCOSX def2/J DEFGRID3
* xyz 2 1
Be 3.659 -0.933 -3.520
N 1.881 -4.502 -2.482
H 1.706 -5.293 -3.085
H 2.830 -4.168 -2.572
H 1.707 -4.732 -1.514
H 1.289 -3.721 -2.724
C 0.491 -0.990 -1.700
O 1.339 -1.766 -2.542
H -0.315 -1.629 -1.337
H 1.125 -0.582 -0.913
H 0.044 -0.200 -2.303
O -6.235 1.819 2.042
S -5.722 0.470 2.133
O -6.619 -0.662 2.128
O -4.545 0.195 1.010
C -3.730 1.314 0.549
C -2.675 0.743 -0.376
C -4.756 0.385 3.668
H -3.132 1.616 1.408
H -4.215 2.210 0.161
H -1.914 1.456 -0.692
H -3.146 0.433 -1.309
H -2.217 -0.066 0.193
H -4.776 -0.682 3.889
H -5.305 0.839 4.494
H -3.755 0.811 3.609
O 1.831 -2.162 -7.832
S 1.305 -1.705 -6.536
O 2.116 -1.050 -5.534
O -0.052 -0.776 -6.791
C -0.484 0.046 -5.707
C -1.798 0.640 -6.130
C 0.447 -3.056 -5.814
H 0.226 0.821 -5.417
H -0.566 -0.550 -4.799
H -2.250 1.312 -5.401
H -2.512 -0.143 -6.387
H -1.776 1.141 -7.098
H 1.170 -3.660 -5.266
H -0.202 -3.594 -6.505
H -0.205 -2.672 -5.030
O 4.266 -0.395 -0.999
S 4.720 -0.905 0.258
O 5.771 -1.893 0.508
O 4.947 0.435 1.215
C 5.609 1.526 0.630
C 4.703 2.822 0.500
C 3.203 -1.445 1.219
H 6.014 1.281 -0.352
H 6.459 1.717 1.285
H 4.182 2.994 1.442
H 4.155 2.835 -0.442
H 5.406 3.633 0.313
H 3.429 -1.380 2.284
H 2.979 -2.448 0.855
H 2.428 -0.704 1.023
O -1.395 0.323 3.562
S -0.271 -0.580 3.487
O 1.090 -0.054 3.353
O -0.307 -1.613 4.761
C -1.598 -2.114 5.141
C -1.454 -2.787 6.547
C -0.532 -1.785 2.136
H -1.946 -2.928 4.505
H -2.383 -1.362 5.220
H -2.077 -3.661 6.733
H -1.890 -2.199 7.355
H -0.440 -3.044 6.852
H -1.562 -2.141 2.172
H 0.186 -2.581 2.336
H -0.303 -1.333 1.171
C 0.928 2.032 0.477
C 0.101 2.489 1.658
O -0.022 3.885 1.804
C -0.984 4.652 1.130
O -1.656 4.185 0.184
C -1.217 6.146 1.635
F -1.962 6.802 0.762
F -1.834 6.106 2.818
F -0.080 6.736 1.761
H 1.049 0.949 0.435
H 1.856 2.602 0.465
H 0.376 2.300 -0.424
H 0.586 2.068 2.538
H -0.796 1.872 1.720
*
```

Here are the Löwdin charges for atoms 1 to 6, given in e: atom 1 (Be): 1.209, atom 2 (N): 0.338, atom 3 (H): 0.159, atom 4 (H): 0.139, atom 5 (H): 0.158, atom 6 (H): 0.077

***

# 2
DFT (wB97M-V/def2-TZVPD) results for a gas-phase ion, C4H9N2O (charge +1) at a distorted geometry.

Results
SMILES: C[C@H]([O-])C[NH+]=C=[NH2+]
ΔE to the lowest compared entry with this formula, charge and spin, kJ/mol: 440.9

```
! wB97M-V def2-TZVPD RIJCOSX def2/J DEFGRID3
* xyz 1 1
C 0.013 -1.642 0.120
C 1.285 0.349 0.017
C 0.121 0.654 -0.962
C -0.915 1.573 -0.302
N 0.716 -0.800 0.752
N -0.577 -2.801 0.301
O -0.218 -0.547 -1.544
H 2.347 0.260 -0.425
H 1.548 1.061 0.856
H 0.505 1.301 -1.820
H -0.887 1.265 0.766
H -1.810 1.571 -0.912
H -0.433 2.635 -0.428
H 1.182 -0.942 1.700
H -0.627 -3.272 1.234
H -1.224 -3.265 -0.347
*
```

Here are the Löwdin charges for atoms 1 to 6, given in e: atom 1 (C): -0.072, atom 2 (C): -0.088, atom 3 (C): -0.488, atom 4 (C): -0.028, atom 5 (N): 0.080, atom 6 (N): 0.220

***

# 3
DFT (wB97M-V/def2-TZVPD) results for 8 unconnected molecules or ions with the total composition C22H50F24N6O2P4 at a distorted geometry.

```
! wB97M-V def2-TZVPD RIJCOSX def2/J DEFGRID3
* xyz 0 1
C -14.445 -12.751 5.277
N -13.356 -13.525 5.910
C -13.941 -14.431 7.048
C -12.648 -14.353 4.773
C -12.280 -12.656 6.673
C -11.408 -11.828 5.786
O -11.997 -10.984 4.839
H -15.227 -13.483 5.074
H -14.136 -12.261 4.354
H -14.776 -11.979 5.971
H -14.663 -15.091 6.567
H -14.595 -13.843 7.692
H -13.173 -15.074 7.477
H -12.119 -13.614 4.170
H -13.347 -14.993 4.233
H -11.935 -14.924 5.367
H -11.533 -13.308 7.125
H -12.777 -12.013 7.400
H -10.765 -12.468 5.181
H -10.585 -11.267 6.230
H -11.719 -10.075 4.972
C -18.008 -20.099 6.607
N -16.755 -19.257 6.241
C -16.497 -19.295 4.705
C -16.949 -17.726 6.524
C -15.585 -19.813 7.134
C -15.510 -19.420 8.609
O -16.699 -19.675 9.405
H -18.809 -19.800 5.931
H -18.245 -19.825 7.635
H -17.853 -21.177 6.563
H -17.416 -19.180 4.131
H -16.123 -20.304 4.530
H -15.825 -18.498 4.387
H -17.534 -17.276 5.721
H -15.934 -17.331 6.532
H -17.445 -17.753 7.495
H -14.733 -19.510 6.525
H -15.645 -20.897 7.029
H -15.294 -18.352 8.573
H -14.581 -19.776 9.054
H -16.932 -18.870 9.874
C -17.538 -19.453 12.474
C -17.755 -20.470 13.568
N -17.361 -21.848 13.193
C -16.120 -22.201 12.748
C -16.074 -23.552 12.379
N -17.338 -24.121 12.781
C -18.098 -23.019 13.173
C -17.792 -25.400 12.424
H -16.466 -19.295 12.356
H -17.887 -18.434 12.643
H -17.955 -19.934 11.589
H -18.774 -20.454 13.954
H -17.137 -20.050 14.361
H -15.249 -21.566 12.814
H -15.199 -24.166 12.226
H -19.081 -23.105 13.613
H -18.880 -25.461 12.397
H -17.593 -25.944 13.348
H -17.139 -25.882 11.696
C -18.191 -23.388 9.387
C -19.451 -22.649 9.139
N -20.180 -23.445 8.177
C -20.127 -23.427 6.763
C -21.047 -24.294 6.224
N -21.653 -24.946 7.259
C -21.127 -24.433 8.427
C -22.735 -25.946 7.071
H -17.683 -23.927 8.588
H -18.250 -24.146 10.168
H -17.495 -22.678 9.835
H -19.315 -21.597 8.889
H -20.043 -22.677 10.053
H -19.420 -22.821 6.215
H -21.319 -24.491 5.197
H -21.411 -24.671 9.441
H -22.645 -26.714 7.839
H -22.751 -26.445 6.102
H -23.645 -25.397 7.314
P -16.483 -15.761 10.227
F -15.119 -16.144 10.904
F -17.125 -15.461 11.666
F -16.009 -14.248 9.978
F -17.955 -15.449 9.551
F -15.877 -16.083 8.760
F -17.037 -17.261 10.447
P -11.691 -18.600 6.467
F -13.115 -18.169 5.872
F -11.874 -20.110 5.963
F -10.946 -18.249 4.997
F -10.204 -19.138 6.898
F -11.448 -17.124 7.107
F -12.348 -18.974 7.843
P -16.045 -15.791 2.667
F -15.024 -14.580 2.280
F -17.021 -14.728 3.306
F -16.665 -15.614 1.195
F -17.165 -16.963 2.988
F -15.082 -16.782 1.882
F -15.368 -16.027 4.137
P -16.636 -23.555 4.114
F -17.672 -22.299 3.985
F -15.488 -22.408 4.268
F -16.685 -23.287 5.743
F -15.449 -24.593 4.274
F -17.835 -24.602 4.429
F -16.543 -23.704 2.520
*
```

Here are the Löwdin charges for atoms 1 to 6, given in e: atom 1 (C): -0.010, atom 2 (N): -0.284, atom 3 (C): 0.031, atom 4 (C): 0.073, atom 5 (C): -0.074, atom 6 (C): -0.283

***

Number 1: Kohn-Sham gap 0.111 Ha. Number 2: Kohn-Sham gap 0.335 Ha. Number 3: Kohn-Sham gap 0.285 Ha.